This record from the Open Molecules 2025 dataset describes a 2-piece molecular cluster, C20H33Br2Cl3NO5S2 overall at a distorted geometry. The level of theory is ωB97M-V/def2-TZVPD.

Its HOMO energy is -12.3 eV. As for the total charge: +1. As for the strongest force on any atom: 1.35 eV Å⁻¹. As for the HOMO-LUMO gap: 8.10 eV.

Each line ends with the Löwdin charge.
Cartesian coordinates (Å):
Br  0.287  0.835  -0.167  0.903
Br  -3.165  3.056  0.520  0.831
Cl  -0.696  0.461  -3.268  0.673
Cl  -1.208  -6.575  -0.582  0.787
Cl  0.382  -2.237  -3.370  0.740
S  0.060  -2.653  1.940  0.969
S  -2.390  -3.332  -3.367  0.890
O  5.596  1.594  2.611  0.030
O  -2.547  -4.511  0.193  0.058
O  -5.320  2.135  -2.253  -0.199
O  7.165  2.091  1.060  0.137
O  5.157  1.208  0.534  -0.018
N  -1.390  -1.742  -0.345  0.033
C  -4.595  0.927  -2.401  -0.226
C  5.522  1.303  -0.847  -0.036
C  6.461  2.100  3.648  -0.205
C  -4.668  0.174  -1.069  -0.136
C  -1.370  -1.914  1.138  -0.381
C  -0.477  -3.996  -0.920  -0.165
C  -2.360  1.324  0.901  -0.751
C  -1.638  0.823  -0.383  -0.639
C  -3.599  -0.893  -0.826  -0.101
C  6.457  3.612  3.700  -0.062
C  1.290  -1.377  2.307  -0.522
C  -1.013  -2.626  -1.193  -0.278
C  -1.567  1.503  2.193  -0.193
C  6.084  1.678  1.377  -0.616
C  2.504  -1.365  1.362  -0.162
C  -4.828  3.187  -3.056  -0.106
C  -1.554  -4.895  -0.353  -0.829
C  -1.766  -0.713  -2.483  -0.623
C  -1.206  -2.198  -2.625  -1.063
C  -2.082  -0.533  -0.961  -0.378
H  -4.748  0.913  -0.274  0.076
H  -5.620  -0.362  -1.058  0.132
H  -1.832  1.552  -1.167  0.037
H  -1.051  0.599  2.510  0.042
H  4.745  0.783  -1.402  0.087
H  -2.651  -0.666  -3.106  0.070
H  -1.629  -0.967  1.593  0.064
H  -2.281  1.755  2.980  0.087
H  -0.867  2.335  2.132  0.071
H  -3.776  -1.686  -1.558  0.105
H  -5.496  4.037  -2.933  0.096
H  -3.824  3.496  -2.738  0.076
H  7.050  3.956  4.548  0.084
H  5.554  2.346  -1.156  0.101
H  3.314  -1.970  1.767  0.080
H  7.466  1.705  3.506  0.125
H  6.483  0.831  -1.035  0.098
H  0.372  -3.980  -0.234  0.101
H  6.060  1.683  4.569  0.122
H  2.850  -0.353  1.162  0.052
H  0.839  -0.394  2.403  0.030
H  -2.176  -2.613  1.360  0.084
H  1.625  -1.653  3.309  0.073
H  -4.781  2.900  -4.112  0.094
H  5.439  3.987  3.811  0.082
H  6.880  4.037  2.792  0.077
H  2.231  -1.810  0.401  0.050
H  -0.135  -4.439  -1.855  0.096
H  -3.574  1.167  -2.712  0.093
H  -5.105  0.337  -3.171  0.139
H  -3.199  0.667  1.122  0.076
H  -1.909  -3.286  -4.615  -0.085
H  -3.780  -1.360  0.146  0.129